# 1
{"formula": "C22H45N2O2P3STc", "method": "the ωB97M-V functional and the def2-TZVPD basis", "elements": ["P", "C", "H", "H", "H", "C", "H", "H", "H", "C", "H", "H", "H", "P", "C", "H", "H", "H", "C", "H", "H", "H", "C", "H", "H", "H", "P", "C", "H", "H", "H", "C", "H", "H", "H", "C", "H", "H", "H", "Tc", "C", "O", "C", "O", "C", "C", "C", "C", "C", "C", "H", "H", "H", "H", "H", "H", "C", "N", "C", "C", "S", "N", "C", "C", "H", "H", "H", "H", "H", "H", "H", "H", "H", "H", "H", "H"], "coordinates": [[3.323, -1.447, 0.064], [3.751, -1.203, 1.837], [4.733, -1.650, 2.043], [2.967, -1.667, 2.453], [3.760, -0.123, 2.041], [4.414, -2.871, -0.336], [4.560, -2.904, -1.425], [3.891, -3.783, -0.013], [5.372, -2.768, 0.191], [4.328, -0.066, -0.634], [5.366, -0.387, -0.786], [4.287, 0.790, 0.051], [3.894, 0.239, -1.594], [-1.179, 3.998, -1.153], [-1.269, 4.607, 0.544], [-1.430, 5.695, 0.531], [-0.330, 4.375, 1.065], [-2.095, 4.107, 1.067], [-0.093, 5.114, -2.071], [-0.071, 4.815, -3.126], [0.922, 5.027, -1.661], [-0.463, 6.142, -1.963], [-2.836, 4.178, -1.854], [-3.063, 5.245, -1.976], [-3.556, 3.705, -1.173], [-2.880, 3.664, -2.823], [-2.039, -2.774, 0.408], [-2.865, -2.779, 2.053], [-3.604, -3.591, 2.082], [-3.358, -1.805, 2.174], [-2.116, -2.890, 2.848], [-3.543, -3.012, -0.626], [-4.173, -3.794, -0.182], [-3.247, -3.292, -1.646], [-4.091, -2.060, -0.659], [-1.396, -4.500, 0.399], [-2.209, -5.202, 0.628], [-0.592, -4.568, 1.143], [-0.985, -4.696, -0.601], [-0.351, 1.366, -1.831], [0.955, 1.760, -0.386], [1.665, 1.998, 0.501], [-1.699, 1.016, -0.423], [-2.464, 0.844, 0.443], [-1.531, 0.719, -3.433], [-1.030, -0.375, -2.711], [0.345, -0.469, -2.443], [1.214, 0.530, -2.919], [0.708, 1.623, -3.631], [-0.665, 1.717, -3.889], [-2.602, 0.823, -3.596], [-1.705, -1.121, -2.297], [0.730, -1.278, -1.822], [2.270, 0.471, -2.690], [1.371, 2.424, -3.946], [-1.059, 2.582, -4.417], [-0.298, 1.455, 3.625], [-0.072, 0.383, 4.586], [0.675, 0.805, 5.776], [0.125, -0.889, 4.120], [0.246, -1.251, 2.470], [0.220, -1.857, 5.095], [-0.800, -1.837, 6.151], [0.602, -3.207, 4.692], [-0.627, 2.341, 4.180], [-1.073, 1.155, 2.914], [0.613, 1.697, 3.059], [0.069, 1.543, 6.315], [0.870, -0.056, 6.414], [1.630, 1.280, 5.501], [-1.746, -2.291, 5.813], [-0.416, -2.425, 6.993], [-0.988, -0.812, 6.471], [-0.190, -3.706, 4.116], [1.506, -3.161, 4.077], [0.800, -3.780, 5.604]], "mulliken_spin": [0.6654, 0.0795, 0.0226, -0.0186, 0.0004, 0.0712, -0.0034, -0.0004, 0.0286, 0.0833, 0.0277, 0.0004, -0.0075, -0.0001, -0.0002, 0.0000, 0.0002, 0.0000, 0.0001, -0.0002, 0.0000, 0.0000, 0.0000, 0.0000, -0.0001, 0.0000, 0.6257, 0.0551, 0.0227, -0.0037, -0.0038, 0.0837, 0.0344, -0.0032, -0.0036, 0.0727, 0.0323, -0.0035, -0.0036, 0.0048, 0.0005, -0.0001, 0.0062, -0.0027, 0.0087, 0.0477, -0.0076, 0.0037, -0.0006, -0.0018, 0.0007, -0.0014, 0.0078, 0.0057, 0.0002, -0.0002, 0.0015, 0.4409, -0.0026, -0.0747, -0.0193, 0.5480, 0.0033, 0.0022, 0.0076, 0.0021, 0.0309, 0.0095, 0.0097, 0.0195, 0.0258, 0.0085, 0.0132, 0.0356, 0.0059, 0.0063], "e_tot_ev": -71477.2357, "homo_ev": [-18.8, -18.8], "multiplicity": 4, "s_squared": 3.808, "total_charge": 4, "gap_ha": [0.290, 0.147]}


# 2
{"formula": "C22H45N2P3SSm", "method": "the ωB97M-V functional and the def2-TZVPD basis", "elements": ["Sm", "P", "P", "P", "H", "C", "C", "H", "C", "C", "C", "C", "C", "C", "C", "C", "C", "H", "H", "H", "H", "H", "H", "H", "H", "H", "H", "H", "H", "H", "H", "H", "H", "H", "H", "H", "H", "H", "H", "H", "H", "H", "H", "H", "H", "H", "C", "C", "C", "C", "C", "C", "S", "H", "H", "H", "H", "H", "H", "C", "C", "C", "C", "N", "N", "C", "H", "H", "H", "H", "H", "H", "H", "H"], "coordinates": [[-0.472, 0.652, 0.193], [-0.962, -1.597, 2.519], [0.697, -2.432, -1.008], [-2.723, -1.028, -0.859], [-1.063, 3.252, 0.390], [-1.743, 2.448, 0.757], [-1.502, 1.765, 1.977], [-0.995, 2.320, 2.780], [0.133, -1.481, 4.003], [-0.918, -3.445, 2.393], [-2.606, -1.502, 3.360], [1.227, -2.025, -2.720], [2.323, -3.125, -0.487], [-0.128, -4.059, -1.362], [-4.373, -0.198, -1.034], [-3.295, -2.725, -0.439], [-2.278, -1.250, -2.634], [-2.782, 2.574, 0.385], [-2.249, 1.058, 2.377], [0.709, -0.552, 3.988], [0.837, -2.321, 4.045], [-0.482, -1.499, 4.910], [0.038, -3.780, 1.975], [-1.733, -3.821, 1.767], [-1.025, -3.861, 3.404], [-2.990, -0.479, 3.352], [-2.492, -1.828, 4.403], [-3.338, -2.151, 2.864], [1.586, -2.929, -3.230], [2.040, -1.292, -2.660], [0.391, -1.593, -3.277], [2.583, -3.963, -1.152], [2.265, -3.484, 0.551], [3.092, -2.342, -0.565], [0.590, -4.773, -1.798], [-0.956, -3.922, -2.068], [-0.513, -4.483, -0.421], [-5.085, -0.899, -1.498], [-4.272, 0.706, -1.647], [-4.730, 0.082, -0.035], [-4.221, -2.961, -0.981], [-3.490, -2.805, 0.636], [-2.536, -3.474, -0.701], [-3.186, -1.247, -3.250], [-1.743, -2.194, -2.793], [-1.635, -0.423, -2.966], [-0.469, 3.719, -2.431], [-0.454, 4.025, -3.908], [0.918, 4.252, -4.465], [2.002, 4.371, -3.645], [1.852, 4.358, -2.227], [0.595, 4.157, -1.639], [-1.767, 2.707, -2.223], [-0.904, 3.045, -4.231], [-1.119, 4.885, -4.120], [1.011, 4.338, -5.554], [3.010, 4.499, -4.040], [2.729, 4.495, -1.588], [0.452, 4.315, -0.574], [3.672, 3.712, 1.686], [3.100, 2.362, 1.672], [3.644, 1.170, 2.124], [2.724, 0.160, 1.874], [1.622, 0.699, 1.260], [1.885, 2.046, 1.174], [2.968, -1.266, 2.157], [3.986, 3.969, 2.708], [4.576, 3.747, 1.061], [2.974, 4.482, 1.328], [4.608, 1.038, 2.590], [1.201, 2.737, 0.832], [3.622, -1.354, 3.040], [2.056, -1.836, 2.364], [3.510, -1.748, 1.331]], "mulliken_spin": [5.1206, -0.0134, -0.0095, -0.0152, -0.0026, -0.0090, 0.0253, 0.0020, -0.0025, -0.0009, -0.0028, -0.0029, -0.0015, -0.0015, -0.0013, 0.0014, -0.0024, 0.0048, 0.0040, 0.0006, -0.0004, -0.0001, 0.0003, 0.0002, -0.0006, 0.0009, -0.0004, -0.0001, -0.0001, 0.0002, 0.0001, -0.0005, 0.0003, 0.0003, -0.0007, 0.0002, 0.0001, -0.0007, 0.0002, 0.0000, -0.0002, -0.0002, 0.0003, 0.0002, -0.0008, 0.0004, 0.0035, -0.0028, 0.0000, -0.0002, -0.0002, -0.0001, -0.0669, 0.0013, 0.0005, 0.0000, -0.0001, 0.0000, 0.0000, 0.0001, -0.0023, -0.0019, 0.0007, -0.0214, -0.0013, 0.0014, -0.0001, -0.0001, 0.0000, -0.0001, -0.0016, 0.0000, -0.0007, 0.0000], "de_lowest_kcal_mol": 79.3, "e_tot_ev": -83100.6507, "homo_ev": [-16.9, -16.9], "multiplicity": 6, "s_squared": 8.782, "total_charge": 3, "gap_ha": [0.194, 0.202]}


# 3
{"formula": "C22H45N2P3Se2Sm", "method": "the ωB97M-V functional and the def2-TZVPD basis", "elements": ["Sm", "P", "P", "P", "H", "C", "C", "H", "C", "C", "C", "C", "C", "C", "C", "C", "C", "H", "H", "H", "H", "H", "H", "H", "H", "H", "H", "H", "H", "H", "H", "H", "H", "H", "H", "H", "H", "H", "H", "H", "H", "H", "H", "H", "H", "H", "C", "C", "C", "C", "C", "C", "Se", "H", "H", "H", "H", "H", "H", "C", "N", "C", "C", "N", "C", "C", "Se", "H", "H", "H", "H", "H", "H", "H", "H"], "coordinates": [[-1.268, -0.236, -0.324], [-1.749, -2.830, 0.410], [1.890, -0.559, 1.578], [0.999, -1.154, -1.942], [-3.508, 1.254, -1.513], [-2.961, 0.382, -1.895], [-1.701, 0.413, -2.500], [-1.127, 1.310, -2.708], [-3.280, -2.750, 1.419], [-0.724, -4.057, 1.275], [-2.304, -3.695, -1.112], [3.368, 0.544, 1.845], [1.261, -0.441, 3.296], [2.811, -2.148, 1.770], [0.845, -1.109, -3.778], [1.456, -2.912, -1.725], [2.648, -0.366, -1.835], [-3.638, -0.468, -2.035], [-1.423, -0.348, -3.198], [-3.627, -1.707, 1.489], [-3.081, -3.110, 2.436], [-4.065, -3.360, 0.952], [-0.336, -3.626, 2.208], [0.147, -4.335, 0.667], [-1.307, -4.959, 1.516], [-2.619, -2.970, -1.880], [-3.166, -4.321, -0.850], [-1.491, -4.297, -1.538], [4.016, 0.124, 2.630], [3.011, 1.537, 2.154], [3.941, 0.647, 0.913], [1.947, -0.955, 3.990], [0.267, -0.904, 3.352], [1.175, 0.617, 3.583], [3.369, -2.115, 2.720], [3.520, -2.293, 0.942], [2.104, -2.988, 1.794], [1.640, -1.729, -4.195], [0.950, -0.080, -4.133], [-0.118, -1.509, -4.098], [2.185, -3.164, -2.508], [0.574, -3.554, -1.839], [1.904, -3.084, -0.738], [3.254, -0.729, -2.674], [3.160, -0.618, -0.901], [2.546, 0.723, -1.908], [1.067, 3.356, -2.846], [-0.081, 3.487, -3.633], [-0.020, 3.318, -5.018], [1.183, 2.937, -5.611], [2.327, 2.734, -4.826], [2.273, 2.937, -3.437], [0.843, 4.041, -1.036], [2.156, 3.422, -0.829], [-1.033, 3.711, -3.158], [-0.903, 3.492, -5.603], [1.239, 2.809, -6.698], [3.254, 2.387, -5.294], [3.187, 2.810, -2.819], [-2.510, -0.363, 4.382], [-1.991, 0.984, 4.219], [-1.420, 1.734, 5.228], [-1.019, 2.898, 4.679], [-1.378, 2.882, 3.342], [-1.058, 3.899, 2.361], [-2.007, 1.703, 3.049], [-2.904, 1.267, 1.487], [-2.390, -0.924, 3.448], [-3.578, -0.348, 4.648], [-1.936, -0.857, 5.179], [-1.344, 1.372, 6.231], [-0.527, 3.750, 5.097], [-1.810, 3.887, 1.557], [-1.060, 4.870, 2.873], [-0.060, 3.732, 1.914]], "mulliken_spin": [5.1147, -0.0287, -0.0079, -0.0198, 0.0005, -0.0212, 0.0014, 0.0084, 0.0006, -0.0013, -0.0009, -0.0014, -0.0006, -0.0011, -0.0024, -0.0017, -0.0024, -0.0013, 0.0044, 0.0001, 0.0004, -0.0001, 0.0000, 0.0002, -0.0013, 0.0004, -0.0008, 0.0003, -0.0006, 0.0001, 0.0001, 0.0000, 0.0002, 0.0001, -0.0002, 0.0002, 0.0000, 0.0001, 0.0006, 0.0002, -0.0008, 0.0001, 0.0006, 0.0000, -0.0007, 0.0005, 0.0003, -0.0005, 0.0003, -0.0001, 0.0001, 0.0001, -0.0018, -0.0002, -0.0001, 0.0000, 0.0000, 0.0000, 0.0000, -0.0031, -0.0013, -0.0007, -0.0004, -0.0023, 0.0010, 0.0017, -0.0334, 0.0020, -0.0004, 0.0000, -0.0001, -0.0001, -0.0001, 0.0000, -0.0002], "e_tot_ev": -202960.4514, "homo_ev": [-15.5, -15.5], "multiplicity": 6, "s_squared": 8.772, "total_charge": 3, "gap_ha": [0.148, 0.157]}